Entry from the OMol25 dataset: an isolated molecule of C4H7NS (wB97M-V/def2-TZVPD).

```
! RIJCOSX wB97M-V def2-TZVPD def2/J DEFGRID3
* xyz 0 1
C 0.20 -1.03 1.02
C 0.54 0.19 0.19
C -0.59 0.56 -0.79
C -0.90 -0.51 -1.66
H -0.68 -0.78 1.64
H -0.06 -1.93 0.43
H 1.09 -1.34 1.64
H 1.44 -0.02 -0.41
H 1.20 2.48 0.38
H -0.26 1.41 -1.34
H -1.52 0.79 -0.22
N -1.29 -1.44 -2.19
S 0.82 1.63 1.32
*
```

Structure (SMILES): C[C@H](S)CC#N
Energy above the lowest of the compared OMol25 structures with the same formula, charge and spin (kJ/mol): 53.4
HOMO energy (eV): -9.693

***

Entry from the OMol25 dataset: an isolated molecule of C4H7NS (wB97M-V/def2-TZVPD).

```
! RIJCOSX wB97M-V def2-TZVPD def2/J DEFGRID3
* xyz 0 1
C 0.15 0.92 -0.98
C -0.76 -0.71 0.71
C 0.63 -1.06 0.31
C 1.02 0.31 0.06
H 0.02 2.07 -0.87
H 0.34 0.68 -2.03
H -1.96 0.92 -0.26
H -1.41 -1.55 0.85
H -0.85 -0.21 1.68
H 0.57 -1.69 -0.57
H 0.96 0.91 1.09
N -1.16 0.22 -0.49
S 2.45 -0.82 0.50
*
```

Structure (SMILES): C1NC[C@@H]2S[C@@H]12
Energy above the lowest of the compared OMol25 structures with the same formula, charge and spin (kJ/mol): 391.9
HOMO energy (eV): -8.832

***

Entry from the OMol25 dataset: an isolated molecule of C4H7NS (wB97M-V/def2-TZVPD).

```
! RIJCOSX wB97M-V def2-TZVPD def2/J DEFGRID3
* xyz 0 1
C -0.42 1.99 1.87
C 0.36 0.90 1.51
C -0.27 -0.13 0.67
C 0.55 -1.71 -2.84
H -0.09 2.54 2.64
H -1.49 1.92 1.46
H 1.47 0.92 1.86
H -1.33 -0.16 0.82
H -0.03 -1.06 1.15
H 1.30 -0.97 -3.33
H 0.52 -2.79 -3.05
N -0.38 -1.49 -1.65
S -0.18 0.05 -1.12
*
```

Structure (SMILES): C=CCSN=C
Energy above the lowest of the compared OMol25 structures with the same formula, charge and spin (kJ/mol): 452.2
HOMO energy (eV): -8.080

***

Entry from the OMol25 dataset: a structure of composition C4H7NS (wB97M-V/def2-TZVPD).

```
! RIJCOSX wB97M-V def2-TZVPD def2/J DEFGRID3
* xyz 0 1
C 0.99 1.21 -1.66
C 1.04 0.82 -0.22
C -0.40 0.35 -0.55
C -0.97 -1.47 1.40
N -0.19 0.80 -1.94
S -0.72 -1.43 -0.40
H 1.69 1.69 -2.32
H 1.73 0.02 0.02
H 1.13 1.63 0.50
H -1.21 0.89 -0.06
H -1.16 -2.51 1.66
H -1.83 -0.86 1.66
H -0.08 -1.12 1.90
*
```

Energy above the lowest of the compared OMol25 structures with the same formula, charge and spin (kJ/mol): 165.1
HOMO energy (eV): -8.676

***

Entry from the OMol25 dataset: a cluster of 2 separate species, C4H7NS in total (wB97M-V/def2-TZVPD).

```
! RIJCOSX wB97M-V def2-TZVPD def2/J DEFGRID3
* xyz 0 1
C 1.13 -1.80 -0.50
C -1.71 0.31 -1.07
C 1.50 -0.75 -1.24
C -0.96 0.16 0.14
N -2.22 0.27 0.32
S -3.57 0.26 1.14
H 1.07 -1.73 0.57
H 1.12 -2.80 -0.87
H -1.79 1.30 -1.34
H -1.92 -0.42 -1.86
H 1.70 -0.83 -2.33
H 1.44 0.28 -0.96
H -0.11 0.45 0.69
*
```

Structure (SMILES): [S-][N+]1=CC1.C=C
Energy above the lowest of the compared OMol25 structures with the same formula, charge and spin (kJ/mol): 490.6
HOMO energy (eV): -8.182

***

Entry from the OMol25 dataset: an isolated molecule of C4H7NS2 (wB97M-V/def2-TZVPD).

```
! RIJCOSX wB97M-V def2-TZVPD def2/J DEFGRID3
* xyz 0 1
C -1.45 1.32 -0.57
C -0.04 -0.98 0.36
C 0.94 -0.14 1.25
C 0.68 -1.16 -0.95
H -2.46 1.64 -0.84
H -1.10 1.97 0.25
H -0.81 1.50 -1.45
H -0.18 -1.90 0.93
H 0.60 0.56 2.01
H 1.47 -1.03 1.69
H 0.27 -1.79 -1.76
N 1.68 -0.38 -1.17
S -1.71 -0.27 0.16
S 2.11 0.66 0.10
*
```

Structure (SMILES): CS[C@H]1C=NSC1
Energy above the lowest of the compared OMol25 structures with the same formula, charge and spin (kJ/mol): 80.6
HOMO energy (eV): -8.572

***

Entry from the OMol25 dataset: a structure of composition C4H7NS2 (wB97M-V/def2-TZVPD).

```
! RIJCOSX wB97M-V def2-TZVPD def2/J DEFGRID3
* xyz 0 1
C -1.66 0.38 0.15
C -0.13 0.60 0.15
C 0.73 -0.60 0.48
C 0.89 -1.83 -0.45
N -2.32 -0.66 0.34
S 0.73 -3.35 -0.08
S 1.13 -1.51 -2.17
H -2.20 1.33 -0.13
H 0.39 0.97 -0.77
H -0.03 1.38 0.91
H 1.85 -0.22 0.65
H 0.44 -1.04 1.46
H -1.65 -1.48 0.48
H 0.68 -0.19 -2.15
*
```

Energy above the lowest of the compared OMol25 structures with the same formula, charge and spin (kJ/mol): 138.8
HOMO energy (eV): -8.982

***

Entry from the OMol25 dataset: an isolated molecule of C4H7NS2 (wB97M-V/def2-TZVPD).

```
! RIJCOSX wB97M-V def2-TZVPD def2/J DEFGRID3
* xyz 0 1
C 0.92 -0.32 -0.80
C -0.95 0.44 0.67
C 0.28 -0.24 1.50
C -0.50 0.82 -0.67
N 1.11 -0.81 0.40
S 1.74 -0.63 -2.16
S -1.51 0.42 -2.05
H -1.67 -0.41 0.66
H -1.18 1.19 1.32
H 0.76 0.50 2.27
H -0.15 -1.12 1.98
H -0.17 1.80 -0.83
H 1.67 -1.62 0.52
H -0.36 0.00 -2.82
*
```

Structure (SMILES): S=C1NCC[C@@H]1S
Energy above the lowest of the compared OMol25 structures with the same formula, charge and spin (kJ/mol): 114.6
HOMO energy (eV): -8.462

***

Entry from the OMol25 dataset: a cluster of 2 separate species, C4H7NS3 in total (wB97M-V/def2-TZVPD).

```
! RIJCOSX wB97M-V def2-TZVPD def2/J DEFGRID3
* xyz 0 1
C -1.71 -0.51 1.24
C 2.01 0.28 0.69
C 2.09 1.21 -0.55
C 2.21 0.53 -2.01
H -0.99 -0.42 2.18
H -1.13 -0.47 -0.62
H 3.11 -0.34 0.80
H 1.98 1.12 1.87
H 2.92 2.10 -0.34
H 3.18 0.93 -2.57
H 2.13 -0.55 -1.84
N -0.78 -0.25 0.35
S -3.48 -0.83 1.13
S 0.82 -1.08 0.60
S 0.57 1.30 -1.61
*
```

Energy above the lowest of the compared OMol25 structures with the same formula, charge and spin (kJ/mol): 484.6
HOMO energy (eV): -8.488

***

Entry from the OMol25 dataset: an isolated molecule of C4H7NS3 (wB97M-V/def2-TZVPD).

```
! RIJCOSX wB97M-V def2-TZVPD def2/J DEFGRID3
* xyz 0 1
C -2.09 -0.48 1.92
C -1.14 0.47 1.32
C 4.20 -0.17 -1.82
C 2.75 -0.02 -1.46
H -2.73 -1.00 1.21
H -0.50 1.00 2.03
H 4.63 -1.04 -1.31
H 4.30 -0.30 -2.90
H 4.77 0.71 -1.51
H 2.52 0.12 -0.40
H -0.31 0.04 -3.04
N 1.86 -0.05 -2.36
S -2.19 -0.74 3.51
S -1.05 0.73 -0.27
S 0.24 0.13 -1.82
*
```

Energy above the lowest of the compared OMol25 structures with the same formula, charge and spin (kJ/mol): 412.7
HOMO energy (eV): -8.083